The following is a quantum chemistry calculation of 2 unconnected molecules or ions with the total composition C29H46BF14N3O8S2, from the Open Molecules 2025 dataset.

* charge: 0
* molecular weight: 905.62 g mol⁻¹
* LUMO: -0.46 eV
* total energy: -112061.231 eV
* F_max: 0.86 eV/Å

The geometry in XYZ format:
```
103
Properties=species:S:1:pos:R:3:forces:R:3:mulliken_charge:R:1
C 1.5801 -0.3452 7.9074 -0.3 -0.2 -0.4 -1.29
C 0.1759 -0.5981 7.3308 0.6 -0.5 0.2 -0.40
C 0.1673 -1.7825 6.3313 -0.4 0.7 0.2 -0.67
C 0.1053 -1.3118 4.8796 0.4 -0.1 0.1 -0.05
N -0.4521 -2.3356 3.9891 0.0 0.4 0.1 0.15
C -0.9308 -1.8121 2.7196 0.8 -0.3 0.0 -0.07
C 0.1365 -1.8729 1.6169 -0.2 0.0 0.2 -0.26
C 0.3370 -3.2624 1.0310 0.2 0.0 0.2 -0.47
C 1.5953 -3.3786 0.1649 -0.4 -0.2 -0.1 -0.22
S 3.0854 -2.8314 1.0476 0.2 -0.1 -0.1 -0.18
C 3.5929 -1.2232 0.4086 0.0 0.4 0.0 -0.04
S 3.6387 -0.0094 1.4760 0.1 0.0 0.1 -0.21
N 4.1528 -1.0426 -0.8809 -0.5 -0.7 -0.1 0.20
C 5.5279 -1.5544 -0.9348 0.5 0.7 0.1 -0.39
C 6.2332 -1.1424 -2.2304 -0.2 -0.2 -0.1 -1.25
C 3.2963 -1.4495 -2.0141 0.3 0.1 0.1 -0.16
C 3.4196 -2.8946 -2.5118 -0.1 0.0 -0.2 -1.25
O -2.0511 -2.5727 2.2979 -0.2 0.4 -0.7 -0.34
C -3.3444 -2.1263 2.6822 -0.3 -0.2 0.4 -0.82
B -3.5012 -1.7788 4.2517 0.3 -0.1 0.1 0.78
O -4.2062 -2.6286 5.0839 0.0 0.5 0.0 -0.62
O -2.9724 -0.6528 4.8086 -0.4 0.1 0.0 -0.65
C -3.9103 -1.0206 1.7861 -0.1 0.3 0.1 0.38
O -3.1150 0.1437 1.7980 0.1 -0.2 0.2 0.31
C -3.8314 1.3421 2.1234 -0.2 0.2 -0.3 -0.91
N -2.9820 2.4748 1.9280 -0.1 0.1 0.6 -0.20
C -2.4705 3.0985 3.1650 0.0 0.0 -0.8 -0.01
C -1.8308 4.4554 2.8575 0.3 -0.1 0.3 -0.73
C -0.3212 4.3358 2.6359 -0.4 -0.1 0.0 -1.07
C -4.2112 -1.5345 0.3786 0.2 0.0 0.0 -0.35
O -4.6974 -2.6124 0.2053 0.0 0.0 0.0 -0.55
C -3.9792 -0.6725 -0.9184 -0.2 -0.4 -0.2 0.90
F -4.9779 -1.0178 -1.7633 0.1 0.1 0.1 -0.34
F -4.0814 0.6596 -0.7231 0.0 0.0 0.0 -0.26
C -2.6320 -1.0058 -1.6579 -0.1 0.1 0.1 0.68
F -2.1333 -2.1479 -1.1499 0.0 0.1 0.1 -0.16
F -2.8921 -1.2120 -2.9640 0.0 0.0 0.1 -0.34
C -1.5231 0.0870 -1.5722 0.5 -0.2 -0.3 1.02
F -0.3332 -0.5418 -1.7947 -0.1 0.0 0.0 -0.38
F -1.4789 0.6324 -0.3531 0.1 -0.2 0.0 -0.08
C -1.6324 1.2144 -2.6204 0.0 0.7 0.3 -0.40
O -1.8874 2.3312 -2.2922 -0.2 -0.2 -0.1 -0.48
O -1.3401 0.8206 -3.8742 -0.4 -0.5 0.1 -0.38
H 1.8072 -1.0998 8.6598 0.1 0.1 0.1 0.33
H 1.6704 0.6504 8.3364 0.1 0.0 0.1 0.37
H 2.3173 -0.4637 7.1107 0.1 0.2 0.0 0.32
H -0.1960 0.3090 6.8559 -0.2 0.0 0.0 0.28
H -0.4839 -0.8574 8.1583 -0.2 0.2 0.0 0.35
H 1.0643 -2.3717 6.5212 -0.1 -0.3 -0.1 0.39
H -0.7288 -2.3755 6.5100 0.1 -0.2 0.0 0.32
H 1.1044 -0.9955 4.5454 0.0 0.1 0.0 0.28
H -0.5252 -0.4238 4.8485 -0.1 -0.1 -0.1 -0.12
H 0.2860 -3.0061 3.8073 -0.2 -0.3 0.0 0.45
H -1.1583 -0.7575 2.8613 -0.3 0.0 0.0 -0.07
H -0.0944 -1.1534 0.8316 -0.1 0.0 -0.1 0.02
H 1.0620 -1.5187 2.0775 0.1 0.0 0.0 0.09
H -0.5259 -3.5382 0.4264 0.0 0.0 -0.1 0.14
H 0.3853 -4.0103 1.8284 0.0 0.0 0.1 0.44
H 1.7645 -4.4254 -0.0900 0.0 0.0 0.0 0.52
H 1.4331 -2.8618 -0.7738 0.2 0.2 0.0 -0.14
H 5.5858 -2.6336 -0.7635 -0.1 -0.1 -0.1 0.32
H 6.0588 -1.0749 -0.1109 -0.1 -0.1 0.1 0.54
H 7.2573 -0.8347 -2.0308 0.0 0.0 0.0 0.38
H 6.2694 -1.9540 -2.9570 0.0 0.0 0.0 0.29
H 5.7156 -0.2994 -2.6857 0.1 0.1 0.0 0.30
H 3.5525 -0.7761 -2.8334 -0.1 0.0 0.0 0.33
H 2.2761 -1.1940 -1.7400 -0.1 0.0 0.0 -0.02
H 3.7918 -3.5776 -1.7521 0.0 0.0 0.1 0.33
H 4.0855 -2.9409 -3.3727 0.1 -0.1 0.1 0.39
H 2.4534 -3.2677 -2.8528 0.0 0.0 0.0 0.37
H -3.9970 -2.9855 2.5138 0.1 -0.1 -0.1 0.22
H -5.1481 -2.6337 4.8933 0.0 -0.4 0.0 0.30
H -2.6313 -0.0504 4.1389 0.2 -0.1 0.0 0.17
H -4.9030 -0.7772 2.1969 -0.1 -0.1 -0.1 0.46
H -4.7180 1.4142 1.4822 0.1 -0.2 -0.1 0.28
H -4.1898 1.2960 3.1590 0.1 0.0 0.1 0.44
H -2.2177 2.2222 1.3156 -0.1 0.1 -0.2 0.16
H -1.7201 2.4424 3.6236 -0.1 0.1 0.4 -0.13
H -3.3168 3.2369 3.8338 0.0 -0.1 0.1 0.56
H -2.3101 4.8849 1.9792 -0.1 0.0 0.0 0.31
H -2.0258 5.1221 3.6994 0.1 0.1 0.0 0.36
H 0.1383 5.3062 2.4582 0.1 0.0 -0.1 0.39
H 0.1447 3.8854 3.5122 0.1 0.0 0.0 0.30
H -0.1262 3.6896 1.7775 0.2 0.0 0.0 0.20
H -2.0258 1.1697 -4.4625 0.3 0.3 -0.2 0.32
C 0.7351 2.2837 -6.0302 -0.4 0.0 0.4 -0.43
C 2.2518 2.5041 -6.1594 -0.1 -0.3 -0.4 0.88
C 2.7691 3.9025 -6.5168 0.1 0.1 0.2 0.08
F 2.3191 4.3141 -7.7169 -0.2 -0.1 -0.1 -0.24
F 4.1191 3.8579 -6.5685 0.0 0.0 0.0 -0.26
F 2.7781 1.5866 -6.9979 0.0 0.1 0.0 -0.28
F 2.7591 2.2585 -4.9156 0.0 0.1 0.1 -0.32
O 0.0279 1.6987 -7.1141 0.6 -0.1 -0.3 -0.41
C -0.4953 2.4132 -8.1554 -0.1 0.0 0.4 0.83
C 0.1393 2.0309 -9.5000 0.0 -0.1 -0.1 0.21
F 1.4727 2.2046 -9.4755 0.0 0.1 0.1 -0.22
F -0.3814 2.8259 -10.4604 0.0 0.0 0.0 -0.27
F -0.4590 3.7375 -7.9366 0.2 0.0 0.0 -0.30
F -1.8005 2.0635 -8.2520 -0.1 0.0 0.0 -0.30
H 0.6410 1.5356 -5.2460 0.1 0.0 0.0 0.13
H 0.2299 3.1762 -5.6590 0.1 0.2 -0.2 0.40
H 2.4692 4.6252 -5.7528 0.0 0.0 0.0 0.29
H -0.0820 0.9867 -9.7292 0.0 0.0 0.0 0.24
```
Positions in Å, forces in eV/Å.